{
  "formula": "C22H36AlBBr2CaILi2N5O12S2",
  "method": "ωB97M-V/def2-TZVPD",
  "charge": 0,
  "e_tot_ha": -9237.7547,
  "gap_ha": 0.0315,
  "e_above_lowest_kcal_mol": 0.0,
  "symbols": ["C", "C", "C", "C", "C", "C", "C", "C", "C", "C", "N", "C", "C", "C", "C", "C", "N", "C", "C", "B", "N", "O", "N", "C", "C", "C", "I", "C", "C", "H", "H", "H", "H", "H", "H", "H", "H", "H", "H", "H", "H", "H", "H", "H", "H", "H", "H", "H", "H", "H", "H", "H", "H", "H", "H", "H", "H", "H", "H", "H", "H", "H", "H", "H", "H", "Li", "Br", "O", "S", "O", "O", "O", "Al", "N", "O", "O", "O", "O", "S", "O", "O", "O", "Ca", "Li", "Br"],
  "xyz": [[-1.13009, -6.25271, 1.74307], [-0.21782, -5.03170, 2.20066], [1.09317, -5.04746, 1.28139], [1.21555, -3.63208, 0.66072], [0.06304, -3.27952, -0.36366], [0.42162, -1.83975, -0.92104], [-0.83538, -1.05153, -1.41578], [-0.82530, 0.47499, -1.08386], [0.53469, 1.03429, -1.06003], [0.83238, 2.36808, -0.71808], [2.16293, 2.86633, -0.64937], [3.06065, 2.31211, -1.67416], [4.55392, 2.81874, -1.22870], [4.59976, 4.40496, -1.02213], [5.45040, 4.72732, 0.27304], [-0.33311, 3.21280, -0.37420], [0.01024, 4.50715, -0.02033], [-1.07888, 5.19120, 0.32696], [-2.44655, 4.70705, 0.34121], [-3.63512, 5.63030, 0.82408], [-3.64215, 7.12791, 0.60718], [-4.71603, 5.10636, 1.52598], [-2.73174, 3.45964, -0.04446], [-1.69548, 2.66746, -0.41517], [-1.99871, 1.26080, -0.80376], [-3.38523, 0.57120, -0.88836], [-5.18299, 1.77359, -0.73300], [-3.59006, -0.39677, -2.13183], [-4.93475, -0.40951, -2.89287], [-1.07818, -6.29233, 0.63601], [-0.63893, -7.16263, 2.19423], [-2.15415, -6.10783, 2.13382], [0.10135, -5.17067, 3.25937], [-0.71642, -4.04882, 2.08625], [1.98080, -5.16152, 1.95633], [1.10868, -5.88471, 0.54786], [1.19523, -2.86706, 1.48431], [2.16509, -3.47522, 0.09968], [0.16220, -3.98633, -1.21601], [-0.94371, -3.29864, 0.10498], [0.96743, -1.32881, -0.08158], [1.19060, -1.94443, -1.72416], [-0.98145, -1.18156, -2.50729], [-1.69445, -1.45417, -0.82618], [1.41526, 0.40968, -1.30747], [2.51707, 2.70553, 0.29729], [3.10756, 1.14896, -1.73815], [2.92717, 2.69732, -2.72454], [5.34384, 2.43241, -1.89231], [4.74576, 2.37018, -0.23730], [3.58575, 4.89340, -0.94761], [5.20506, 4.80180, -1.93125], [4.71202, 4.87275, 1.10241], [6.09161, 3.86545, 0.56647], [6.15569, 5.62121, 0.14355], [-0.91297, 6.24890, 0.65081], [-4.19738, 7.50757, 1.40370], [-2.66432, 7.39992, 0.83824], [-4.41430, 4.77641, 2.39109], [-3.43812, -0.07685, 0.02344], [-2.78931, -0.27822, -2.90192], [-3.44710, -1.43897, -1.75191], [-4.83596, -1.21755, -3.66660], [-5.15671, 0.49667, -3.49759], [-5.81638, -0.74344, -2.29812], [0.67130, -1.65028, 2.86203], [4.66076, 0.44591, -1.18938], [-6.90354, -2.26799, -6.83006], [-6.07305, -1.05147, -6.81600], [-4.68533, -1.41041, -6.46300], [-6.59546, -0.09967, -5.81728], [-6.10719, -0.42857, -8.14982], [-3.98984, 9.15251, 0.95969], [0.29769, -5.97952, 5.47033], [-0.26486, -4.86041, 5.44297], [1.53441, -6.05944, 5.30776], [-0.38024, -7.01411, 5.63754], [5.88642, -3.54151, 6.02566], [4.83993, -4.53047, 5.71930], [5.21140, -5.26990, 4.50005], [3.55872, -3.83364, 5.50235], [4.70163, -5.46682, 6.84358], [4.65014, 6.53769, -2.62280], [0.89253, -7.23548, 2.52860], [7.67729, 6.15391, -0.92491]],
  "forces_ev_per_angstrom": [[0.94, 1.48, 0.55], [0.87, -1.55, -0.73], [0.07, 1.10, 1.66], [-0.48, -0.55, -1.56], [1.54, 0.77, -0.11], [-0.08, -0.40, 0.26], [-0.12, 0.55, 1.19], [0.37, 0.66, -0.07], [-0.60, 1.40, 0.30], [-2.04, -1.30, 0.05], [-1.06, 0.14, -0.43], [1.24, 1.20, -0.53], [-2.30, 1.85, 0.08], [1.46, -0.04, 0.08], [-1.04, 0.36, 0.43], [2.06, -0.85, -0.49], [-3.08, -0.71, 0.26], [-0.15, 0.61, 0.05], [1.25, 0.42, -0.29], [-0.83, -2.00, 0.15], [0.57, 0.59, 0.96], [1.16, 1.37, 0.01], [1.08, 0.60, 0.46], [-0.18, -0.50, -0.13], [2.38, -0.09, -0.50], [0.21, -0.58, 0.18], [0.10, 0.03, 0.33], [0.07, -0.55, -0.32], [-0.12, -0.99, -0.98], [-0.40, -0.30, 0.71], [-2.05, 0.38, -0.72], [0.60, -0.69, -0.22], [-0.54, 0.48, -0.47], [-0.01, -0.76, 0.16], [-0.43, -0.06, -0.51], [-0.15, 0.78, 0.03], [0.22, -0.56, -0.38], [-0.45, -0.10, 0.69], [-0.52, 0.19, 0.69], [0.55, -0.13, -0.45], [-0.59, 0.01, -0.69], [-0.57, 0.11, 0.61], [-0.07, -0.16, 0.78], [0.50, 0.07, -0.91], [-0.89, 0.23, 0.15], [0.18, 0.05, -0.48], [-1.21, 2.97, -0.26], [-0.67, 0.33, 0.78], [-0.44, 1.13, 0.18], [-0.10, 1.07, -0.50], [0.35, -0.34, -0.28], [-0.18, -1.20, 1.06], [0.54, -0.08, -0.50], [-0.45, 0.54, -0.52], [-2.00, -1.53, 0.83], [0.07, -0.76, -0.26], [-0.12, -2.41, 0.54], [-0.13, -0.24, -0.34], [-0.40, -0.54, -0.55], [-0.14, 0.64, -0.63], [-0.61, 0.34, 0.70], [-0.16, 0.81, -0.24], [0.04, 0.70, 0.49], [0.10, -0.52, 0.69], [0.71, 0.62, -0.21], [0.28, -0.29, 0.33], [3.24, -7.99, 1.18], [0.18, -0.09, -0.18], [0.05, 0.12, 0.13], [-0.08, -0.11, 0.25], [0.19, 0.15, -0.04], [-0.23, -0.01, 0.04], [-0.07, 2.16, -0.99], [0.07, -0.08, 0.18], [-0.07, 0.14, -0.17], [-0.26, -0.15, -0.81], [-0.10, -0.01, -0.38], [-0.18, 0.12, 0.33], [-0.16, -0.20, -0.31], [-0.31, -0.15, 0.02], [0.14, 0.45, -0.30], [0.39, 0.03, -0.01], [1.30, 0.04, 1.01], [1.14, 0.32, 1.12], [0.59, 1.46, -2.26]]
}